Record 1
C30H34CdF4N4O3S | ωB97M-V/def2-TZVPD

* net charge: 0
* relative energy (zero: lowest compared OMol25 entry of this formula, charge and spin): 11.7 kJ/mol

Each line ends with the natural charge from an NBO analysis.
Positions of all 77 atoms, in Å:
Cd: 0.45306 0.51935 0.39341  1.5221
C: -0.60997 3.64799 1.16881  -0.4206
N: 0.65717 2.91805 1.22043  -0.5100
C: 1.09498 2.76917 2.60767  -0.4290
C: 1.70855 3.55691 0.40716  -0.2318
C: 2.35124 2.60765 -0.62770  -0.2323
N: 2.41831 1.27064 -0.07305  -0.8602
C: 3.43724 0.42186 -0.30548  0.0920
C: 3.54256 -0.72366 0.51941  0.2473
F: 2.59661 -0.86850 1.48343  -0.3345
C: 4.52490 -1.67015 0.38850  0.3523
F: 4.53643 -2.73060 1.21091  -0.3108
C: 5.50804 -1.55312 -0.57766  -0.3985
C: 5.43131 -0.45479 -1.41122  0.3466
F: 6.34120 -0.31272 -2.38394  -0.3077
C: 4.43363 0.49255 -1.30461  0.2683
F: 4.40386 1.47935 -2.22544  -0.3246
H: -0.50218 4.67423 1.54600  0.1746
H: -0.97860 3.68097 0.14423  0.2021
H: -1.35344 3.12841 1.77222  0.2243
H: 1.24678 3.74661 3.08591  0.1818
H: 0.33990 2.22443 3.17788  0.2072
H: 2.03391 2.21711 2.63485  0.2172
H: 1.30370 4.42607 -0.11694  0.1977
H: 2.50194 3.91376 1.06843  0.1943
H: 1.77250 2.61410 -1.56086  0.1689
H: 3.33630 3.00796 -0.86193  0.2104
H: 6.28943 -2.29004 -0.68068  0.2492
N: -1.95050 -1.39005 -1.89009  -0.7982
C: -2.74329 -0.61492 -2.69369  0.1851
C: -3.80266 -1.16244 -3.39304  -0.2742
C: -4.56371 -0.40360 -4.28957  -0.1709
C: -4.28724 0.91999 -4.49155  -0.2497
C: -3.22893 1.52601 -3.78438  -0.0876
C: -2.90717 2.88913 -3.96195  -0.1172
C: -1.85551 3.42714 -3.28171  -0.2723
C: -1.12793 2.59705 -2.41143  0.0431
N: -1.39529 1.33313 -2.19167  -0.4718
C: -2.43729 0.77354 -2.87403  0.1737
H: -2.35531 -2.24905 -1.56095  0.3838
H: -1.40798 -0.89342 -1.20267  0.4063
H: -4.03019 -2.21209 -3.24745  0.2069
H: -5.37264 -0.87817 -4.82996  0.2156
H: -4.86860 1.51751 -5.18237  0.2116
H: -3.50111 3.48055 -4.64828  0.2159
H: -1.57764 4.46588 -3.39594  0.2228
H: -0.27587 3.00873 -1.88110  0.1794
O: -3.07935 -3.70646 6.55612  -0.6673
C: -2.11081 -2.78477 6.36601  0.7753
O: -1.31497 -2.57880 7.23979  -0.5654
C: -2.08466 -2.07750 5.05521  -0.2378
C: -3.15128 -2.05791 4.15738  -0.1651
C: -3.05491 -1.36299 2.96757  -0.2511
C: -1.88822 -0.66880 2.63167  -0.1315
S: -1.88361 0.21699 1.12074  -0.4704
C: -0.82771 -0.67705 3.54244  -0.2691
C: -0.92899 -1.37021 4.73129  -0.0829
H: -3.61906 -3.82447 5.76892  0.4809
H: -4.08802 -2.55856 4.37753  0.1983
H: -3.88477 -1.34055 2.27270  0.2232
H: 0.07889 -0.12686 3.31581  0.2046
H: -0.11369 -1.37895 5.44275  0.2323
C: 1.35864 -0.59387 -2.86573  -0.6258
C: 1.64846 -1.85788 -2.08650  -0.0631
O: 0.98744 -1.84355 -0.82085  -0.5949
C: 1.16864 -3.08017 -0.14438  -0.0589
C: 0.31710 -3.12031 1.10146  -0.6281
H: 1.92216 -0.60948 -3.79856  0.2223
H: 1.65804 0.28679 -2.29573  0.2035
H: 0.29670 -0.52386 -3.08842  0.2246
H: 2.72826 -1.97266 -1.92600  0.1759
H: 1.29530 -2.72868 -2.65135  0.1740
H: 2.22630 -3.20609 0.11436  0.1771
H: 0.88529 -3.89295 -0.82332  0.1706
H: 0.61361 -2.33134 1.78863  0.2153
H: 0.45438 -4.07761 1.60447  0.2237
H: -0.73967 -2.99996 0.85805  0.2112


Record 2
C30H34Cl2F22N2O8P | ωB97M-V/def2-TZVPD

* net charge: +1

Each line ends with the Löwdin charge.
Positions of all 99 atoms, in Å:
C: -2.27919 5.15249 1.19965  0.1326
C: -2.53453 4.28264 0.41724  -0.1348
C: -2.86793 3.20346 -0.52806  -0.1464
C: -1.74635 2.13955 -0.65729  -0.2875
C: -1.86859 1.07580 0.45153  -0.6247
Cl: -1.01282 1.60196 1.92669  0.7390
C: -1.36726 -0.36617 0.17085  -0.6011
Cl: -2.54738 -1.55343 0.77555  0.8035
N: -1.13742 -0.70613 -1.28700  -0.0039
C: -0.38679 -2.02907 -1.48647  -0.2843
O: -0.98403 -2.92282 -1.95953  0.2485
C: 1.13889 -2.15986 -1.14483  -0.3449
F: 1.74050 -0.95179 -1.21817  0.1176
F: 1.62027 -2.93065 -2.11124  0.1824
C: 1.44782 -2.85102 0.25010  -0.3450
F: 2.07589 -3.99111 0.00130  0.2040
F: 0.25662 -3.10443 0.84003  0.1388
C: 2.30703 -2.01283 1.23616  -0.3329
F: 3.54839 -1.88579 0.72473  0.1704
F: 1.76067 -0.76396 1.32447  0.1044
C: 2.37611 -2.65835 2.64870  -0.4088
O: 2.46004 -3.82954 2.78768  0.2253
O: 2.25339 -1.77708 3.64967  0.1524
C: -0.57682 0.46898 -2.07232  -0.3033
P: 0.04492 -0.14494 -3.77867  0.9293
N: 1.65378 0.48172 -3.69792  -0.1521
O: -0.64953 0.88158 -4.82166  -0.2769
C: -1.63197 1.57341 -2.08109  -0.2623
C: -2.94085 1.17003 -2.80100  -0.1264
C: -4.01701 0.41088 -1.98495  -0.1815
C: -5.35207 1.16689 -1.80948  -0.1860
C: -6.08120 0.81703 -0.51482  -0.1638
C: -6.46570 -0.65842 -0.45193  -0.1930
O: -7.54248 -0.91858 0.43463  0.0032
C: -7.38584 -0.62646 1.75683  -0.5239
C: -6.05839 -0.96546 2.39004  0.0108
O: -8.30702 -0.19236 2.38298  0.1442
H: -2.03428 5.92040 1.90435  0.0440
H: -3.02720 3.64877 -1.51349  0.1294
H: -3.79498 2.73304 -0.19355  0.1065
H: -0.81063 2.67716 -0.47433  0.1347
H: -2.91183 0.99513 0.75375  0.0718
H: -0.45679 -0.55661 0.71653  0.0645
H: -2.06004 -0.94235 -1.67690  0.1396
H: 2.60529 -0.90161 3.42683  0.1335
H: 0.28670 0.83656 -1.51437  0.1217
H: 1.86238 0.94690 -2.81960  0.0374
H: 1.77193 1.19923 -4.41189  0.0473
H: -0.38303 1.81024 -4.76134  0.0787
H: -1.16203 2.37599 -2.66227  0.1493
H: -3.40177 2.07699 -3.20150  0.1234
H: -2.68273 0.58309 -3.68272  0.0966
H: -3.65931 0.08614 -1.00541  0.0518
H: -4.24901 -0.51128 -2.53094  0.1264
H: -5.18551 2.24273 -1.88265  0.1039
H: -6.00310 0.90040 -2.64831  0.1262
H: -5.45631 1.08830 0.34552  0.1023
H: -6.99423 1.41439 -0.44050  0.1388
H: -6.82052 -0.96978 -1.43736  0.1385
H: -5.59695 -1.28101 -0.20420  0.0995
H: -6.27911 -1.36207 3.38138  0.0996
H: -5.48569 -1.70612 1.83457  0.0560
H: -5.45731 -0.06365 2.52534  0.0877
C: 1.48906 -0.39738 6.70686  -0.0442
C: 2.65270 0.58974 6.59766  -0.4334
C: 3.27443 1.13953 7.88381  -0.3047
F: 2.35388 1.80054 8.61058  0.1036
F: 4.25644 1.99915 7.53816  0.1056
F: 2.32186 1.60345 5.76559  0.1283
F: 3.66330 -0.11555 5.99486  0.0912
O: 0.18229 0.11933 6.57131  0.0496
C: -0.52522 0.59440 7.63887  -0.5485
C: -0.86268 2.08604 7.49367  -0.2897
F: 0.25330 2.80815 7.27204  0.1004
F: -1.43783 2.50558 8.63752  0.1110
F: 0.08040 0.33651 8.80718  0.1607
F: -1.71837 -0.04669 7.64029  0.1414
H: 1.60042 -1.04089 5.83698  0.1236
H: 1.58250 -1.04168 7.58166  0.1549
H: 3.70008 0.32673 8.47821  0.1768
H: -1.55637 2.22453 6.66154  0.1724
C: 5.80483 -1.19166 -4.16296  -0.0518
C: 5.62003 0.16454 -4.85045  -0.4406
C: 4.51127 0.28972 -5.89598  -0.3152
F: 4.69171 -0.55952 -6.92323  0.1059
F: 4.51417 1.55740 -6.37686  0.0947
F: 6.78448 0.61034 -5.34979  0.1514
F: 5.22597 1.02414 -3.85316  0.0823
O: 6.79413 -2.05197 -4.66968  0.0579
C: 6.53778 -2.94152 -5.67455  -0.5441
C: 7.37164 -2.65417 -6.93202  -0.2837
F: 7.19349 -1.38004 -7.33253  0.1021
F: 6.95475 -3.48239 -7.91175  0.1074
F: 5.22379 -3.01629 -5.96096  0.1471
F: 6.93000 -4.15869 -5.23986  0.1478
H: 6.16163 -0.93719 -3.16574  0.1504
H: 4.84608 -1.70069 -4.04739  0.1443
H: 3.53864 0.09852 -5.43668  0.1360
H: 8.42829 -2.82913 -6.72252  0.1773


Record 3
C30H34I2NO5P | ωB97M-V/def2-TZVPD

* net charge: 0
* relative energy (zero: lowest compared OMol25 entry of this formula, charge and spin): 1088.0 kJ/mol
* SMILES string: C=CCC1=C(c2ccncc2)C(=O)c2c(CCCCCCOC(C)=O)cc([C@H](I)[C@H](C)I)c(P(C)O)c2C1=O

Each line ends with the Löwdin charge.
Positions of all 73 atoms, in Å:
C: 1.79792 4.52508 5.30113  -0.0244
C: 1.39330 4.77046 3.93848  -0.1316
C: 0.16651 3.90748 3.39152  -0.1538
C: 0.48269 3.05162 2.08552  -0.0415
C: 1.12552 1.77817 2.21041  -0.0280
C: 1.56931 1.12729 3.57947  -0.1096
C: 3.02112 0.88565 4.02692  0.0005
C: 3.29390 0.20731 5.35393  -0.1392
N: 2.42022 -0.27039 6.36663  0.0281
C: 1.09888 -0.04240 5.89996  -0.1412
C: 0.57677 0.60680 4.63471  -0.0176
C: 1.37076 0.93831 0.85188  -0.2182
O: 2.39890 0.25146 0.66837  0.0594
C: 0.19938 1.11540 -0.24316  0.0212
C: -0.30608 -0.01473 -1.16454  -0.0913
C: 0.36689 -1.47343 -1.08761  -0.1575
C: 1.30663 -1.73018 -2.37439  -0.1980
C: 2.45897 -2.82717 -2.11688  -0.1949
C: 1.79735 -4.28793 -2.20726  -0.2247
C: 2.83006 -5.47202 -2.52931  -0.1569
C: 2.03746 -6.88882 -2.57013  -0.1961
O: 1.99113 -7.55942 -1.28585  -0.0585
C: 0.93226 -7.08636 -0.46629  -0.4092
C: -0.62405 -7.14123 -0.83989  -0.0068
O: 1.22589 -6.55303 0.63726  0.0459
C: -1.46556 0.26237 -2.14213  0.0510
C: -2.20253 1.64435 -2.28478  -0.2159
C: -3.38796 1.72082 -3.34310  -0.7466
I: -3.09843 3.30509 -4.86480  0.7983
C: -4.86923 1.73221 -2.71993  -0.7685
C: -4.99143 2.29178 -1.22669  -0.2287
I: -5.61650 -0.33859 -2.67296  0.7568
C: -1.68215 2.78665 -1.37549  -0.2207
P: -2.46172 4.53818 -1.48075  0.8643
C: -1.21214 5.57833 -2.48986  -0.3037
O: -2.67099 5.20183 0.09017  -0.3497
C: -0.51491 2.51214 -0.37155  -0.0098
C: 0.05647 3.63244 0.63938  -0.2346
O: 0.20615 4.83581 0.34411  0.0496
H: 2.85227 4.24460 5.61851  0.0605
H: 0.97210 4.58754 6.10049  0.0720
H: 1.85600 5.55707 3.26133  0.1053
H: -0.12559 3.15032 4.21254  0.1004
H: -0.79211 4.51301 3.19139  0.1214
H: 3.88430 1.21684 3.36026  0.1101
H: 4.40944 0.04198 5.59940  0.1072
H: 0.28702 -0.42592 6.62520  0.1065
H: -0.54522 0.71205 4.46137  0.1076
H: -0.43325 -2.29719 -1.08045  0.1194
H: 1.01481 -1.62131 -0.16187  0.1044
H: 0.61976 -2.18053 -3.18471  0.1046
H: 1.71500 -0.73433 -2.75273  0.1161
H: 2.94112 -2.73699 -1.07645  0.1225
H: 3.27747 -2.75474 -2.92454  0.1159
H: 1.02114 -4.29019 -3.06675  0.1167
H: 1.23343 -4.48060 -1.23092  0.1093
H: 3.20079 -5.30943 -3.60972  0.1205
H: 3.68900 -5.56473 -1.78063  0.1290
H: 2.51363 -7.56520 -3.37482  0.1339
H: 0.98575 -6.63655 -2.96808  0.1094
H: -1.15135 -6.20553 -0.44912  0.0959
H: -1.13692 -8.05373 -0.37151  0.0975
H: -0.79516 -7.18275 -1.96694  0.0726
H: -1.82078 -0.58830 -2.81021  0.1064
H: -3.31856 0.74936 -3.96345  0.0351
H: -5.60981 2.34131 -3.36032  0.0745
H: -5.03306 3.44358 -1.23766  0.0520
H: -6.03367 1.96755 -0.84223  0.0620
H: -4.24127 1.86892 -0.48303  0.0825
H: -1.05227 5.10510 -3.53157  -0.0038
H: -0.18109 5.63859 -2.00698  0.0328
H: -1.59641 6.64795 -2.65422  0.0522
H: -3.62725 5.32093 0.29588  0.0500


no.,HOMO-LUMO gap (eV),HOMO (eV),E_tot (eV)
1,7.7746,-7.694,-70034.9705
2,7.9806,-12.482,-145131.1973
3,6.8077,-8.199,-68866.1783